Formula: C28H50CrF6NO22
Source: the OMol25 dataset
Level of theory: ωB97M-V/def2-TZVPD

Last column: Mulliken charge in e.
Geometry (Å):
Cr -2.292443 -1.317736 -0.008765  0.9095
N 0.051281 1.031791 0.230407  0.7763
O -0.024208 2.238723 0.011551  -0.7829
O -1.013119 0.363292 0.436514  -0.0072
O 1.129844 0.428670 0.345670  -0.5400
C -4.624727 -1.828482 5.710235  -1.3500
C -3.182063 -1.978473 5.342126  -0.0660
O -3.137445 -1.837430 3.890537  -0.2737
C -2.000714 -1.832997 3.237476  0.5654
O -1.944885 -1.890289 2.021359  -0.5437
O -0.960664 -1.586960 3.985087  -0.4456
C 0.363015 -1.608103 3.450273  -0.5743
H -5.101441 -0.916765 5.342826  0.3416
H -4.815352 -1.885096 6.783288  0.4046
H -5.296597 -2.601497 5.323570  0.3336
H -2.905614 -3.003333 5.581600  0.2508
H -2.603244 -1.179175 5.794527  0.2996
H 0.975313 -1.651623 4.348778  0.3854
H 0.647220 -0.701592 2.912046  0.1501
H 0.528255 -2.449784 2.779259  0.2322
C 7.464902 -4.389757 -1.643754  -1.2201
C 7.191757 -3.635052 -0.364876  -0.1652
O 6.269639 -2.572467 -0.642657  -0.2433
C 5.849436 -1.899146 0.416541  0.5698
O 6.128464 -2.088699 1.568932  -0.5740
O 4.980857 -0.964455 -0.005884  -0.1716
C 4.402650 -0.152935 0.993411  -0.0880
H 7.617426 -3.661133 -2.448574  0.3255
H 6.696674 -5.045485 -2.052933  0.3072
H 8.421708 -4.910773 -1.624405  0.3603
H 8.150206 -3.202040 -0.074098  0.2660
H 6.821334 -4.261435 0.444184  0.3221
H 5.086221 0.194140 1.762909  0.5316
H 3.505096 -0.650073 1.371229  0.1101
H 3.978287 0.740848 0.531680  -0.2466
C -1.556140 -5.692813 1.910032  -1.3029
C -1.503065 -4.945043 0.599586  0.3425
O -0.127520 -4.640892 0.220090  -0.4121
C 0.188101 -3.460487 -0.252919  0.4735
O -0.521850 -2.463243 -0.251481  0.5571
O 1.411694 -3.538787 -0.712633  -0.4953
C 2.054039 -2.372057 -1.256955  0.2507
H -2.618172 -5.929913 2.035831  0.4031
H -1.256508 -5.151717 2.803159  0.2688
H -1.079885 -6.668521 1.834832  0.3662
H -2.016450 -3.985770 0.653615  -0.1514
H -1.957634 -5.522776 -0.201519  0.3692
H 2.356611 -1.657611 -0.491777  -0.1725
H 1.411344 -1.854604 -1.966241  -0.3034
H 2.990735 -2.668165 -1.721480  0.4353
C -5.496739 -1.338992 -3.229909  -0.8856
C -5.769993 -0.833870 -1.817344  0.0854
O -5.520927 0.582186 -1.755763  -0.4265
C -4.338478 0.989060 -1.347201  0.4290
O -3.386949 0.286938 -1.072233  0.8201
O -4.326418 2.289240 -1.311803  -0.3698
C -3.326653 2.902216 -0.495306  -0.5242
H -5.810959 -0.599376 -3.960953  0.3245
H -6.058075 -2.266290 -3.345175  0.4001
H -4.432958 -1.537693 -3.359173  0.0657
H -5.248090 -1.403968 -1.043058  -0.1139
H -6.809802 -0.945801 -1.513286  0.3736
H -3.180430 2.295939 0.397006  0.1642
H -3.630524 3.916536 -0.245591  0.3912
H -2.323734 3.063758 -0.898664  0.1216
C -0.800498 3.319576 -3.660667  -1.6498
C -1.141650 1.981076 -3.046872  1.2330
O -0.425633 0.939501 -3.737943  -0.2107
C -0.644572 -0.304183 -3.397863  0.3954
O -1.326993 -0.693167 -2.476026  -0.5298
O -0.170730 -1.101805 -4.348625  -0.3925
C -0.483565 -2.487280 -4.218536  -0.5935
H 0.085564 3.762249 -3.211550  0.2966
H -1.677011 3.960936 -3.575597  0.4302
H -0.593579 3.224486 -4.727027  0.4140
H -2.204479 1.733138 -3.118498  0.0963
H -0.856250 1.887362 -1.996334  -0.8424
H 0.135048 -3.019505 -3.504734  0.2299
H -0.404199 -2.883733 -5.231480  0.3187
H -1.558617 -2.615342 -4.072443  0.1707
C 3.167179 2.633015 -0.794728  -1.2895
C 3.401336 1.362259 -1.569765  0.5099
O 2.951713 1.633557 -2.920162  -0.2768
C 3.234191 0.770405 -3.865001  0.4754
O 3.765985 -0.282230 -3.689944  -0.5645
C 2.745650 1.151323 -5.272325  0.8315
F 2.090978 0.125188 -5.800967  -0.2537
F 1.919190 2.201189 -5.169177  -0.2272
F 3.741147 1.439918 -6.122500  -0.2814
H 2.112121 2.784105 -0.577064  -0.0163
H 3.689209 3.472488 -1.249900  0.4795
H 3.687268 2.528163 0.163869  0.4350
H 2.896715 0.488587 -1.160902  -0.3397
H 4.473546 1.167350 -1.637122  0.4976
C -0.789636 3.839446 2.867485  -0.6526
C -0.504580 5.325012 2.754531  -0.4395
O -1.417809 6.010219 3.658698  -0.2229
C -1.370742 7.322895 3.667489  0.3219
O -0.952521 8.011261 2.784826  -0.5068
C -1.959934 7.965540 4.962309  0.8764
F -2.827536 7.153780 5.560096  -0.2404
F -0.948812 8.283323 5.753376  -0.2355
F -2.638581 9.060989 4.637100  -0.2408
H -1.725008 3.580294 2.359229  0.1425
H -0.964923 3.425824 3.857741  0.4047
H -0.005932 3.360897 2.279825  0.1514
H -0.672036 5.777521 1.779057  0.3504
H 0.497343 5.562212 3.114367  0.3113

Force components x, y, z for each atom (eV/Å):
2.4 1.3 -1.0
0.8 -0.6 0.7
-0.1 -0.4 -0.1
-0.9 0.1 0.0
-0.4 0.4 -0.2
-1.7 0.0 0.1
-0.9 0.0 -0.1
0.1 -0.5 -0.6
-0.1 1.5 0.8
-0.6 -0.5 -0.9
-0.3 -0.4 0.4
0.9 0.2 0.0
0.5 0.3 0.1
0.5 0.2 0.1
0.5 -0.3 -0.3
0.7 0.2 0.1
0.4 -0.3 0.1
0.1 -0.3 -0.2
-0.6 0.1 0.0
-0.1 -0.1 0.2
0.2 0.5 -1.2
0.7 -0.5 -0.2
-0.1 0.0 -0.1
-0.6 0.2 0.3
0.3 -0.1 0.0
0.4 0.1 -0.5
-1.1 0.7 0.2
0.0 0.2 0.2
-0.2 -0.1 0.6
-0.2 -0.3 0.4
-0.2 0.1 0.4
-0.1 0.1 0.0
0.1 -0.5 0.1
0.3 -0.2 0.6
0.5 -0.4 -0.1
-0.9 -0.4 -0.4
0.4 0.8 0.2
-0.6 -0.6 0.2
0.5 -0.5 0.0
-0.7 0.5 -0.3
0.0 0.3 0.0
0.5 0.9 -0.1
0.0 0.0 0.2
0.4 0.1 -0.2
0.4 0.2 0.1
-0.2 -0.1 0.2
0.2 -0.1 -0.1
-0.4 -0.2 0.3
-0.1 -0.1 0.0
-0.3 -0.5 -0.2
0.0 -0.2 0.8
-0.5 -0.3 -0.3
0.3 -0.2 0.5
-1.0 0.5 -0.4
0.5 -1.5 1.3
0.1 0.6 -0.2
1.1 0.6 1.0
-0.2 -0.1 0.0
0.1 0.0 -0.3
0.0 0.0 -0.1
0.5 0.3 -0.1
-0.1 0.2 -0.4
-0.1 0.2 0.1
-0.7 -0.3 0.0
-0.3 -0.7 -0.7
-0.1 -0.2 -0.2
0.0 -0.5 0.6
0.7 0.0 -0.5
-1.0 -0.1 -0.9
-0.1 -0.2 1.0
0.6 -0.1 0.3
-1.0 -0.1 -1.3
-0.1 0.1 0.1
0.2 0.3 0.2
-0.1 -0.2 0.0
0.0 0.1 -0.1
-0.2 0.4 -0.2
0.0 0.1 0.1
0.8 -0.1 0.1
0.1 0.1 0.8
0.4 -0.3 0.7
0.7 0.4 -0.6
-0.6 0.7 -0.4
0.2 -0.5 0.5
0.5 -0.8 0.0
-0.2 0.5 0.0
-0.3 -0.1 0.0
0.1 0.0 -0.5
-0.1 0.2 0.5
0.1 0.3 -0.2
-0.4 0.1 -0.3
-0.3 0.0 0.0
-0.1 0.2 -0.2
-0.1 -0.3 0.0
-0.7 0.1 -1.3
-0.5 0.2 0.9
0.0 -0.6 0.9
-0.4 0.5 -0.4
0.3 0.2 0.0
-0.5 -0.4 -1.4
0.2 -0.3 0.6
0.1 0.0 0.6
0.2 0.4 0.0
0.0 0.2 -0.2
0.8 0.4 0.3
0.0 -0.4 0.4
0.2 -0.4 -0.2
0.1 0.0 -0.2

Results
LUMO (alpha / beta): -4.236 / -3.822 eV
2S+1: 5
Energy: -121100.1367 eV
Total charge: +1
⟨S²⟩: 6.00
Kohn-Sham gap (alpha / beta): 7.9 / 8.4 eV
Largest force on an atom: 2.9 eV/A